P) A 2-piece molecular cluster, C3H3F2NO overall. Source: the Open Molecules 2025 dataset; level of theory: wB97M-V/def2-TZVPD.

## Properties
SMILES   O=C=C(F)F.C=N
Multiplicity   1
LUMO level   0.196 eV
Total charge   0
M   107.1 g/mol

Element x y z (Å)
1 O 2.5831 1.9569 0.0910
2 C 3.0187 0.8983 0.0939
3 C 3.7592 -0.1669 -0.0816
4 F 5.1316 -0.0683 -0.1053
5 F 3.3613 -1.4112 0.1159
6 C -0.4970 0.1162 0.2771
7 N 0.6685 -0.0595 -0.1510
8 H -0.9449 -0.7004 0.7855
9 H -1.0291 1.0357 0.2547
10 H 0.7487 -1.0360 -0.0440

Q) A 2-piece molecular cluster, C3H3F2NO overall. Source: the Open Molecules 2025 dataset; level of theory: wB97M-V/def2-TZVPD.

## Properties
Multiplicity   1
LUMO level   0.270 eV
Total charge   0
M   107.1 g/mol

Element x y z (Å)
1 C -1.1839 1.2734 0.3261
2 C -1.0967 -0.8788 -0.3005
3 C 0.3165 -0.5273 -0.2189
4 N 1.4053 -0.2396 -0.0619
5 O -1.8917 0.2325 0.1356
6 F -2.1316 2.2170 0.5831
7 F 3.9073 0.5331 0.1101
8 H -1.2710 -1.0613 -1.2860
9 H -1.1115 -1.8615 0.3202
10 H 3.0573 0.3127 0.3923

The winner here is Q), beating the second structure by 0.0168 hartree.

P) A 2-piece molecular cluster, C2H5O3P overall. Source: the Open Molecules 2025 dataset; level of theory: wB97M-V/def2-TZVPD.

## Properties
SMILES   CP(=O)=O.C=O
Multiplicity   1
LUMO level   0.216 eV
Total charge   0
M   108.0 g/mol

Element x y z (Å)
1 C -0.7699 1.6182 0.1246
2 P -1.3072 -0.0860 -0.3280
3 O -1.4707 -1.0544 0.7580
4 O -1.3964 -0.3634 -1.7629
5 H -1.4834 2.1828 0.5953
6 H 0.1668 1.5845 0.8099
7 H -0.5330 2.1538 -0.9064
8 C 1.6379 -1.5614 0.1478
9 O 1.2760 -0.5123 -0.3426
10 H 1.0391 -2.1593 0.8459
11 H 2.8408 -1.8025 0.0583

Q) A 2-piece molecular cluster, C2H5O3P overall. Source: the Open Molecules 2025 dataset; level of theory: wB97M-V/def2-TZVPD.

## Properties
SMILES   CC=O.O=PO
Multiplicity   1
LUMO level   0.076 eV
Total charge   0
M   108.0 g/mol

Element x y z (Å)
1 C -0.7575 2.2074 -0.7954
2 C -0.9540 0.8238 -0.1277
3 O -0.2130 0.4848 0.7408
4 H 0.1159 2.7079 -0.5117
5 H -1.6945 2.9332 -0.6456
6 H -0.7613 2.0732 -1.8248
7 H -1.8207 0.1307 -0.5851
8 O 2.1523 -3.6334 2.1218
9 P 2.1635 -3.5610 0.6520
10 O 1.2251 -2.2952 0.1711
11 H 0.5442 -1.8715 0.8045

The winner here is Q), beating the second structure by 0.0117 hartree.

P) A 2-piece molecular cluster, C2H5OPS overall. Source: the Open Molecules 2025 dataset; level of theory: wB97M-V/def2-TZVPD.

## Properties
Multiplicity   1
LUMO level (spin up / spin down)   -1.464 / -1.010 eV
Total charge   0
M   108.1 g/mol

Element x y z (Å)
1 C -0.7192 -1.7312 -1.0660
2 C 0.8107 0.4249 0.2942
3 O -2.2858 -2.7482 -2.7491
4 P 0.5955 -1.4378 0.1820
5 S -1.2116 -3.0744 -1.8302
6 H -2.0551 -0.1753 -1.3613
7 H 0.8362 0.5024 1.3412
8 H -0.0513 0.9875 -0.0864
9 H 1.7022 0.7033 -0.1398
10 H -0.2439 -1.2822 1.2752

Q) The molecule C2H5OPS. Source: the Open Molecules 2025 dataset; level of theory: wB97M-V/def2-TZVPD.

## Properties
Multiplicity   1
LUMO level (spin up / spin down)   -0.808 / -1.855 eV
Total charge   0
M   108.1 g/mol

Element x y z (Å)
1 C 0.0229 0.3598 1.2566
2 C -0.4342 0.4388 -1.3689
3 O 0.4031 -1.8441 -0.6719
4 P 0.8606 -0.3410 -0.4164
5 S 0.0156 2.0913 1.0113
6 H -0.9024 -0.1955 1.3815
7 H 0.6322 0.2389 2.2319
8 H -0.6389 0.0872 -2.3003
9 H -0.6086 1.6019 -1.1162
10 H 0.6498 -2.4373 -0.0077

The winner here is Q), beating the second structure by 0.0879 hartree.

P) C3H4Br2O as an isolated structure. Source: the Open Molecules 2025 dataset; level of theory: wB97M-V/def2-TZVPD.

## Properties
Multiplicity   1
LUMO level   -0.785 eV
Total charge   0
M   215.9 g/mol

Element x y z (Å)
1 C -0.7496 1.8217 -0.4471
2 C -0.1303 4.6226 0.7450
3 C 0.4179 -0.1686 0.1172
4 O 0.3347 1.2658 -0.3176
5 Br -1.3870 3.8726 1.9736
6 Br 1.5279 3.8678 0.9177
7 H -1.5757 1.1401 -0.1259
8 H 1.4324 -0.3029 -0.2245
9 H -0.4940 -0.6449 -0.3400
10 H 0.3712 -0.0880 1.1687

Q) The molecule C3H4Br2O. Source: the Open Molecules 2025 dataset; level of theory: wB97M-V/def2-TZVPD.

## Properties
Multiplicity   1
LUMO level (spin up / spin down)   0.488 / 0.393 eV
Total charge   0
M   215.9 g/mol

Element x y z (Å)
1 C 2.4019 0.5353 0.2970
2 C 0.8545 -1.2923 -0.0684
3 C -0.5389 -0.7020 -0.0184
4 O 2.0021 -0.6621 0.0137
5 Br 4.3094 0.8099 -0.0073
6 Br 1.0393 -3.1278 -0.0820
7 H 1.9123 1.5166 0.2515
8 H -1.4166 -1.2276 0.1782
9 H -0.8154 -0.0915 -0.9517
10 H -0.6063 0.0473 0.7302

The winner here is Q), beating the second structure by 0.1096 hartree.